{
  "formula": "H26O13",
  "method": "ωB97M-V/def2-TZVPD",
  "gap_ev": 7.20,
  "relative_energy_ev": 9.137,
  "max_force_ha_per_bohr": 0.17410,
  "total_charge": 0,
  "lumo_energy_ev": -0.22,
  "elements": ["H", "H", "H", "H", "H", "H", "H", "H", "H", "H", "H", "H", "H", "H", "H", "H", "H", "H", "H", "H", "H", "H", "H", "H", "H", "H", "O", "O", "O", "O", "O", "O", "O", "O", "O", "O", "O", "O", "O"],
  "coordinates": [[-0.1345, 0.9547, 0.7088], [0.9118, -0.1200, 0.8037], [-3.9732, 0.7767, -1.6823], [-2.9917, -0.4379, -1.6015], [-2.9009, 2.6180, 1.8676], [-3.3007, 1.5542, 2.9734], [3.1304, -3.0299, -2.6171], [2.0685, -3.3223, -1.5734], [-0.0704, -0.6301, 2.0140], [-0.7150, -1.5440, 2.8628], [-1.1984, 4.5435, -1.0714], [-0.6776, 3.1068, -1.1746], [3.0847, -2.8333, 1.2570], [2.8645, -4.2508, 1.7157], [4.0792, 0.5880, -2.8210], [2.6433, 0.3525, -2.2835], [2.8973, -1.0267, 3.3352], [3.9949, -1.9754, 3.7637], [0.6075, 1.7345, -3.5912], [0.2671, 1.3156, -5.0446], [-1.3776, 3.7187, 3.4237], [-0.5385, 2.7029, 2.6175], [-0.7449, 1.0592, -2.0961], [-0.9242, -0.2366, -2.8928], [-2.6701, -2.7713, 0.8458], [-4.1824, -3.2803, 1.0548], [0.1708, 0.1486, 0.2729], [-3.4754, 0.1021, -2.1719], [-2.5828, 2.0560, 2.6141], [2.2456, -2.7770, -2.3279], [-0.4119, -0.7004, 2.9336], [-0.8713, 3.8808, -1.6971], [2.5560, -3.3534, 1.8146], [3.5611, 0.5481, -2.0054], [3.2400, -1.9160, 3.2006], [0.3252, 1.0157, -4.1842], [-0.4917, 3.4005, 3.1800], [-0.7993, 0.7298, -2.9227], [-3.6155, -2.7016, 0.4991]]
}